Entry 1:
{"formula": "C6H16NOS", "method": "the ωB97M-V functional and the def2-TZVPD basis", "species": ["C", "N", "C", "C", "S", "C", "C", "C", "H", "H", "H", "H", "H", "H", "H", "H", "H", "H", "H", "H", "H", "H", "H", "H", "O"], "xyz": [[-0.4806, 0.9165, -1.1078], [-0.3462, -0.2957, -0.1674], [0.9079, -0.6886, 0.5030], [0.8679, -2.1024, 1.2057], [-0.4051, -3.2830, 0.7837], [2.1452, -0.8246, -0.6454], [-0.0687, 2.1958, -0.4541], [-0.9459, 2.3351, 0.7753], [-1.6084, 0.9495, -1.2194], [0.1770, 0.6743, -2.0459], [-0.6202, -1.1072, -0.6763], [1.1780, 0.0817, 1.1691], [0.7758, -1.7746, 2.2673], [1.9295, -2.4748, 1.2967], [2.1901, -1.8870, -1.0510], [2.0291, -0.1305, -1.4006], [3.2716, -0.6884, -0.2687], [0.9759, 2.2564, -0.3218], [-0.4292, 3.0544, -1.0605], [-0.7398, 1.4281, 1.3865], [-2.0629, 2.5091, 0.4709], [-0.6988, 3.2172, 1.3329], [-2.5052, -0.8140, -0.3832], [-2.4312, -2.1239, -0.0941], [-3.1056, -1.4232, -0.2947]], "forces_ev_per_a": [[0.9, -2.8, -0.2], [0.4, 1.0, 0.2], [1.8, -1.4, -3.9], [0.6, 1.9, 2.1], [0.0, -0.2, -0.6], [1.4, -2.1, 3.0], [-2.6, 1.0, -0.7], [-0.8, -0.3, 0.4], [1.4, 0.0, -0.8], [-1.7, 0.7, 1.1], [-0.3, -0.8, -0.4], [0.5, 0.9, 1.0], [-0.6, -0.5, -0.2], [-0.9, 0.0, -0.9], [-0.6, 1.3, 0.3], [-0.3, 1.4, -1.8], [-2.4, 0.0, -0.2], [1.2, 0.1, 0.5], [0.8, -0.5, -0.4], [-1.0, 0.7, -0.1], [2.0, -0.9, 0.6], [0.3, 0.5, 0.5], [4.8, 6.3, -0.7], [-0.8, -0.4, 0.3], [-4.1, -6.0, 0.6]], "total_charge": -1, "total_energy_ev": -20853.403}

Entry 2:
{"formula": "C4H8", "method": "the ωB97M-V functional and the def2-TZVPD basis", "species": ["C", "C", "H", "H", "H", "H", "C", "C", "H", "H", "H", "H"], "xyz": [[-0.3957, -1.6192, 1.9444], [0.0886, -1.8886, 3.1245], [-0.6842, -0.5010, 1.7462], [-0.1935, -2.4698, 1.2125], [0.3048, -1.1461, 3.9747], [0.4822, -2.8965, 3.2831], [0.6303, 1.8364, -2.1937], [-0.4704, 1.6247, -2.9523], [0.8481, 1.2603, -1.2724], [1.2296, 2.7127, -2.3387], [-1.0651, 0.8031, -2.6936], [-0.7747, 2.2839, -3.8346]], "forces_ev_per_a": [[0.3, 1.5, -1.6], [1.5, 0.2, 2.6], [0.3, -2.6, -0.3], [-1.1, 1.7, 0.4], [-0.8, -1.1, -1.4], [-0.1, 0.3, 0.3], [-1.6, 0.0, -0.1], [1.8, 1.8, -0.2], [-0.2, 0.1, -0.9], [0.4, 0.2, -0.2], [-1.1, -1.0, 0.0], [0.6, -1.1, 1.4]], "smiles": "C=C.C=C", "total_energy_ev": -4275.107}

Entry 3:
{"formula": "C12H27F2N2O2S", "method": "the ωB97M-V functional and the def2-TZVPD basis", "species": ["C", "C", "C", "F", "S", "C", "C", "C", "F", "H", "H", "H", "H", "H", "H", "H", "H", "H", "H", "H", "H", "H", "C", "C", "O", "N", "C", "H", "H", "H", "H", "H", "H", "H", "C", "C", "O", "N", "C", "H", "H", "H", "H", "H", "H", "H"], "xyz": [[0.3707, -1.0220, 1.4580], [-0.5644, -0.7934, 0.2687], [0.1469, -0.9389, -1.0712], [1.4876, -0.6953, -1.0190], [-0.5841, 0.2712, -2.2663], [0.0447, -0.2637, -3.8820], [1.5523, -0.1443, -4.0864], [2.0530, 1.2853, -4.0845], [2.0888, 1.7724, -2.7628], [1.3176, -0.4951, 1.3554], [-0.1301, -0.6538, 2.3516], [0.5726, -2.0820, 1.6097], [-1.0192, 0.1967, 0.3540], [-1.3769, -1.5185, 0.2950], [-0.0038, -1.9084, -1.5537], [0.3012, 1.2616, -2.0198], [-0.5081, 0.3330, -4.6106], [-0.3139, -1.2911, -3.9676], [2.0906, -0.7268, -3.3382], [1.7876, -0.5827, -5.0590], [3.0561, 1.3598, -4.5012], [1.3930, 1.9476, -4.6528], [-5.6852, -1.6175, 2.1456], [-4.6132, -1.0594, 1.2415], [-3.4310, -1.1013, 1.5534], [-5.0140, -0.4971, 0.0708], [-6.3645, -0.3596, -0.4406], [-5.2006, -2.0193, 3.0295], [-6.3888, -0.8405, 2.4454], [-6.2444, -2.4122, 1.6509], [-4.2599, -0.1125, -0.4744], [-6.4751, -0.8674, -1.3996], [-6.6302, 0.6903, -0.5688], [-7.0691, -0.8017, 0.2555], [4.1366, 2.4464, 1.6723], [3.6696, 1.9690, 3.0314], [2.7914, 2.5473, 3.6449], [4.2664, 0.8573, 3.5406], [5.3118, 0.0485, 2.9497], [3.5694, 3.3379, 1.4232], [5.1990, 2.6918, 1.6826], [3.9726, 1.6854, 0.9071], [3.9232, 0.5982, 4.4527], [4.9801, -0.9820, 2.8094], [6.2028, 0.0366, 3.5788], [5.5906, 0.4504, 1.9807]], "forces_ev_per_a": [[-0.1, -0.1, 0.1], [0.3, 0.1, 0.0], [0.0, -0.2, 0.1], [0.0, 0.1, 0.0], [-0.1, 0.0, 0.0], [0.1, 0.0, -0.2], [0.0, 0.0, 0.1], [0.0, 0.0, -0.1], [-0.1, -0.1, -0.2], [-0.1, 0.0, 0.0], [0.0, 0.0, 0.0], [0.1, 0.0, -0.1], [0.0, 0.0, 0.0], [-0.2, 0.2, 0.0], [0.0, 0.0, 0.1], [0.0, 0.1, 0.1], [0.0, 0.0, 0.1], [0.0, 0.0, 0.0], [0.0, 0.0, -0.1], [-0.1, 0.0, 0.0], [0.0, 0.0, 0.2], [0.1, 0.0, 0.0], [0.0, 0.0, 0.0], [-0.2, 0.0, 0.2], [0.1, 0.1, -0.3], [0.1, -0.1, 0.0], [0.0, 0.0, 0.0], [0.0, 0.0, 0.0], [0.0, 0.0, 0.0], [0.0, 0.0, 0.0], [0.0, 0.0, 0.0], [0.0, 0.0, 0.0], [0.0, 0.0, 0.0], [0.0, 0.0, 0.0], [0.0, 0.0, 0.0], [0.0, 0.0, -0.1], [0.0, 0.0, 0.0], [0.0, -0.1, 0.0], [0.0, 0.0, 0.1], [0.0, 0.0, 0.0], [0.0, 0.0, 0.0], [0.0, 0.0, 0.0], [0.0, 0.0, 0.0], [0.0, 0.0, 0.0], [0.0, 0.0, 0.0], [0.0, 0.0, 0.0]], "total_charge": 1, "total_energy_ev": -36220.805}

Entry 4:
{"formula": "C4H12", "method": "the ωB97M-V functional and the def2-TZVPD basis", "species": ["C", "C", "H", "H", "H", "H", "H", "H", "C", "C", "H", "H", "H", "H", "H", "H"], "xyz": [[-0.0602, -1.9756, -1.2895], [1.0402, -1.7275, -0.2500], [0.2990, -2.6426, -2.0757], [-0.9184, -2.4541, -0.8348], [-0.3894, -1.0713, -1.7884], [1.4305, -0.7151, -0.2056], [1.9096, -2.3697, -0.4220], [0.7064, -1.9723, 0.7582], [0.1588, 2.2378, 0.7241], [-1.1652, 1.4746, 0.8360], [0.5869, 2.1391, -0.2818], [0.0106, 3.2991, 0.9307], [0.9048, 1.8696, 1.4218], [-1.6752, 1.7776, 1.7455], [-1.0391, 0.3946, 0.7533], [-1.7992, 1.7359, -0.0216]], "forces_ev_per_a": [[0.4, -0.1, -0.1], [0.3, -0.4, 0.3], [-0.1, 0.0, 0.0], [-0.2, 0.0, 0.0], [-0.1, 0.2, 0.1], [-0.2, 0.2, -0.2], [-0.1, 0.0, -0.1], [-0.1, 0.1, 0.0], [0.0, -0.2, -0.3], [0.2, 0.4, -0.8], [-0.1, 0.1, 0.2], [0.0, 0.0, -0.1], [0.1, -0.1, 0.2], [-0.2, -0.4, 0.1], [0.1, 0.0, 0.4], [0.0, 0.1, 0.3]], "smiles": "CC.CC", "total_energy_ev": -4342.383}

Entry 5:
{"formula": "C2H5NO4", "method": "the ωB97M-V functional and the def2-TZVPD basis", "species": ["O", "C", "N", "O", "H", "H", "H", "O", "C", "O", "H", "H"], "xyz": [[-2.1593, 1.3087, -0.1864], [-1.0498, 0.6241, -0.3972], [-0.7954, -0.5628, -0.0412], [-1.8393, -1.2167, 0.6558], [-2.7849, 0.7658, 0.3213], [-0.2738, 1.1496, -0.9295], [-1.4731, -2.0857, 0.8587], [1.7631, 1.0910, 0.6696], [2.3681, 0.2864, 0.0238], [1.8865, -0.8246, -0.4855], [3.4419, 0.3736, -0.2073], [0.9161, -0.9095, -0.2822]], "forces_ev_per_a": [[-0.6, 0.1, 0.2], [-0.1, -0.3, 0.1], [0.2, -0.9, 0.1], [0.1, 0.7, -0.3], [0.1, 0.0, -0.1], [0.0, 0.1, 0.0], [0.0, 0.2, -0.1], [-0.3, 0.5, 0.2], [0.8, 0.0, 0.1], [-0.2, -0.6, -0.4], [-0.1, 0.1, 0.0], [0.0, 0.1, 0.1]], "smiles": "O/C=N\\O.O=CO", "total_energy_ev": -11833.713}

Entry 6:
{"formula": "C3H9N4O", "method": "the ωB97M-V functional and the def2-TZVPD basis", "species": ["N", "C", "C", "O", "N", "N", "C", "N", "H", "H", "H", "H", "H", "H", "H", "H", "H"], "xyz": [[2.1109, -1.4002, -0.0167], [1.1711, -0.4754, -0.5801], [1.2408, 0.8111, -0.1414], [2.1096, 1.3753, 0.7723], [0.1353, 1.6780, -0.4709], [-1.1880, 1.2980, -0.2623], [-1.4531, 0.1098, 0.2131], [-2.6713, -0.3255, 0.4214], [2.1283, -1.2495, 0.9635], [2.1378, -2.3039, -0.5584], [0.5205, -0.8549, -1.3123], [3.0071, 1.0083, 0.8383], [0.5259, 2.6520, -0.3421], [-1.9264, 1.9806, -0.5943], [-0.5368, -0.4219, 0.4920], [-2.9899, -1.0828, 0.9226], [-3.4934, 0.0862, 0.0843]], "forces_ev_per_a": [[-1.1, 0.1, -3.0], [3.4, 0.8, 2.1], [-1.5, -1.3, -0.7], [-1.0, -0.1, -0.3], [3.5, 1.4, -0.7], [-0.9, 0.7, 0.2], [0.0, 1.2, 0.7], [-0.1, 0.8, -0.8], [0.5, -1.2, 0.8], [0.2, 1.3, 2.0], [-0.8, 0.1, -0.9], [-0.4, -0.3, -0.6], [-2.1, -1.1, 0.1], [1.4, -1.2, 0.5], [-0.8, -0.3, 0.2], [0.6, -2.5, 1.4], [-0.9, 1.6, -0.9]], "smiles": "N/C=C(\\O)NNC=[NH2+]", "total_charge": 1, "total_energy_ev": -11255.489}

Entry 7:
{"formula": "C3H15O4S", "method": "the ωB97M-V functional and the def2-TZVPD basis", "species": ["C", "C", "C", "S", "H", "H", "H", "H", "H", "H", "H", "H", "H", "O", "H", "H", "O", "H", "H", "O", "H", "H", "O"], "xyz": [[-4.0013, 0.4663, -0.3865], [-2.7851, 1.1880, -0.8736], [-1.5376, 0.3068, -0.9391], [0.0805, 1.1627, -1.1484], [-4.6994, 1.1937, 0.0226], [-3.6940, -0.3357, 0.3316], [-4.6688, -0.1235, -1.0814], [-2.7080, 1.6201, -1.9544], [-2.7764, 2.0435, -0.2018], [-1.6170, -0.3631, -1.7859], [-1.2836, -0.2346, 0.0270], [1.5573, -0.3949, -0.0159], [2.7251, -0.7179, -1.0178], [2.4514, -0.8431, -0.1542], [-0.4709, 0.9605, 2.4721], [-0.2703, 1.8350, 1.1829], [0.0289, 1.7896, 2.2768], [0.8017, -2.3489, -0.9892], [1.9022, -2.4925, -0.2778], [1.4457, -3.0381, -0.8925], [3.4704, -1.8304, 1.7425], [2.8100, -0.6998, 2.7091], [3.2713, -1.4684, 2.5708]], "forces_ev_per_a": [[-1.7, -1.9, -0.6], [1.2, 0.6, -2.2], [1.4, 0.1, 1.8], [-0.2, 0.4, 0.2], [0.0, -0.2, 0.6], [-0.3, 1.0, 0.0], [1.0, 0.6, 0.0], [-1.2, -0.4, 1.7], [1.1, 0.2, 0.0], [-0.3, -0.5, 0.1], [-1.2, 0.1, -1.1], [1.3, 0.1, -0.9], [0.3, 0.7, -2.7], [-1.2, 0.2, 3.8], [0.6, 0.9, 0.1], [1.7, 0.0, 3.4], [-2.1, -1.0, -3.8], [-1.5, 0.2, -1.1], [1.9, 0.3, 1.2], [-0.8, -1.4, -0.6], [-0.4, 0.5, -2.1], [-1.6, 2.7, -0.9], [2.0, -3.1, 3.1]], "total_charge": -1, "total_energy_ev": -22379.675}